Entry 1:
Entry from OMol25: a structure of composition C11H23InNO3 (ωB97M-V with the def2-TZVPD basis set).

Output
energy relative to the best compared isomer or geometry (same formula, charge and spin) = 3.406 eV
HOMO energy = -11.3 eV
Kohn-Sham gap = 3.567 eV
calculated total energy = -24570.788 eV
net charge = +1

Positions of all 39 atoms, in Å:
In1 -2.698997 -1.329000 -0.570728
O1 -5.528517 -1.592100 -1.323028
C1 -6.711157 -2.153490 -0.699508
C2 -8.045407 -1.370340 -1.009458
O2 -8.166957 0.045440 -1.182628
H1 -6.581227 -2.056130 0.378332
H2 -6.882937 -3.211560 -0.897168
H3 -8.831477 -1.753900 -0.359028
H4 -8.512497 -1.763650 -1.912368
C3 0.861563 2.338530 0.261672
C4 1.497403 1.292670 -0.682998
C5 2.970693 1.648390 -0.861758
C6 3.815713 1.472140 0.390252
C7 3.706513 -0.013760 0.808742
C8 2.258243 -0.626550 0.944512
N1 1.404683 -0.097100 -0.127318
O3 0.096213 -0.483930 0.105152
C9 2.414983 -2.173930 0.746172
C10 1.849373 -0.234010 2.402822
C11 0.891483 1.325660 -2.099458
H5 1.565063 2.332170 1.094222
H6 -0.167417 2.107000 0.536802
H7 0.753783 3.344650 -0.143548
H8 3.287003 0.929950 -1.617988
H9 3.094883 2.699580 -1.121918
H10 3.640783 2.258580 1.124422
H11 4.839023 1.708440 0.098542
H12 4.251103 -0.083360 1.750382
H13 4.296213 -0.617140 0.118602
H14 1.473653 -2.672900 0.976492
H15 2.709533 -2.474670 -0.259258
H16 3.140773 -2.508690 1.487292
H17 1.783073 0.816380 2.686372
H18 0.891523 -0.719310 2.590142
H19 2.577573 -0.529840 3.158002
H20 -0.107037 0.920990 -2.264668
H21 1.460183 0.768300 -2.843788
H22 0.815913 2.335470 -2.502798
H23 -0.113307 0.121030 0.820492

Forces on the atoms, in the same order (eV/Å):
In -0.1 0.0 -0.2
O -3.6 -1.9 2.2
C 5.0 1.4 -2.8
C -2.7 5.2 0.7
O 1.3 -5.4 0.7
H -0.5 0.7 0.4
H 0.0 0.0 -0.5
H 0.1 0.3 1.1
H 1.0 -0.3 -1.6
C 0.2 -0.5 -0.2
C -0.8 0.4 -0.2
C 0.0 -0.2 0.7
C 0.0 -0.8 -0.9
C 0.3 0.6 0.1
C 2.3 1.1 0.3
N 1.9 0.1 -1.4
O -1.2 0.2 0.2
C -0.7 0.9 1.0
C -0.7 -0.6 -0.2
C -0.4 -0.2 -0.6
H -0.7 0.5 0.4
H 0.0 -0.3 0.4
H 0.5 -0.1 -0.3
H 0.6 0.4 -0.2
H -0.4 -0.1 -0.8
H -0.6 -0.4 0.4
H 0.2 -0.4 0.0
H -0.3 -0.5 0.2
H -0.1 0.1 -0.3
H -0.1 -0.1 0.0
H 0.1 0.4 0.1
H 0.1 -0.2 -0.1
H -0.3 0.3 -0.9
H -0.1 0.0 0.6
H 0.0 -0.9 -0.3
H -0.3 -0.1 0.8
H 0.5 -0.1 0.3
H 0.2 0.2 0.3
H -0.9 0.1 0.6

=====

Entry 2:
Entry from OMol25: a structure of composition C11H23KO5S2 (ωB97M-V with the def2-TZVPD basis set).

Output
energy relative to the best compared isomer or geometry (same formula, charge and spin) = 9.193 eV
HOMO energy = -7.8 eV
Kohn-Sham gap = 7.971 eV
calculated total energy = -60002.491 eV

Positions of all 42 atoms, in Å:
K1 -1.325411 1.993784 -0.767728
C1 1.446199 1.148874 2.257472
C2 -0.009841 1.223424 2.057052
C3 -0.528661 2.034504 3.284882
O1 -0.407711 1.764624 0.830592
H1 1.911509 2.103984 2.501092
H2 2.014609 0.811454 1.390772
H3 1.748219 0.342354 2.925612
H4 -0.434681 0.234034 2.226582
H5 -0.112601 1.540544 4.162942
H6 -1.614021 1.978754 3.201262
H7 -0.199851 3.073604 3.268982
C4 2.181259 -0.744506 -0.487408
C5 2.538639 -1.064846 -1.811988
C6 1.814949 -0.106366 -2.781138
S1 1.507699 1.531674 -1.925868
O2 0.074139 1.909384 -1.832698
O3 2.469579 2.479084 -2.432588
C7 2.178479 0.770384 -0.333758
H8 2.982759 -1.086686 0.167272
H9 1.203749 -1.170456 -0.261268
H10 2.270439 -2.114396 -1.932848
H11 3.596679 -0.997406 -2.065208
H12 0.876419 -0.531786 -3.136478
H13 2.360919 0.070954 -3.707738
H14 1.399269 1.140414 0.332592
H15 3.167469 1.215734 -0.225728
C8 -3.253801 -1.104246 0.452642
C9 -1.975511 -1.935806 0.801402
C10 -0.833071 -1.417016 -0.088498
S2 -1.655001 -0.933016 -1.752178
O4 -1.234951 -1.950226 -2.709248
O5 -1.467491 0.471694 -2.004728
C11 -3.402931 -1.073766 -1.086558
H16 -3.119781 -0.092396 0.835132
H17 -4.143741 -1.484266 0.954342
H18 -2.168221 -2.981176 0.560222
H19 -1.608161 -1.820716 1.821152
H20 0.001679 -2.112026 -0.179378
H21 -0.448051 -0.516986 0.390892
H22 -3.698411 -2.114596 -1.218708
H23 -4.102751 -0.486566 -1.681158

Forces on the atoms, in the same order (eV/Å):
K -14.8 7.8 4.3
C 2.8 -1.3 0.5
C -0.9 2.0 0.6
C -0.2 -0.7 -1.0
O 4.2 -2.1 7.8
H -0.1 0.1 0.4
H -0.3 0.1 2.1
H -0.2 0.4 1.0
H -0.2 -0.7 -0.1
H -0.4 0.1 0.3
H -0.1 0.2 0.6
H 0.0 0.0 -0.2
C 0.1 2.0 3.4
C 0.7 -0.6 -4.3
C -1.1 -0.3 -1.0
S 1.4 -2.2 0.0
O 13.7 0.0 -7.5
O -0.1 0.4 -0.1
C -1.9 1.4 -2.6
H -0.4 -0.4 0.5
H 1.2 0.5 0.3
H -0.1 0.0 -0.8
H 0.2 0.1 0.5
H -0.3 0.1 0.3
H 0.2 0.3 0.2
H 0.3 0.3 -1.5
H -0.2 0.1 0.1
C 0.7 1.3 0.4
C -0.2 0.3 -1.2
C -1.4 0.5 -0.2
S 0.1 -2.1 1.9
O -0.8 0.9 0.4
O -1.8 -6.2 -4.2
C 1.0 -2.3 0.1
H 0.1 0.2 0.1
H 0.0 -0.2 -0.3
H 0.0 -0.1 0.2
H -0.6 -0.1 0.1
H -0.8 -0.3 -0.6
H -0.2 0.4 -0.4
H 0.1 -0.2 -0.9
H 0.3 0.5 0.6

=====

Entry 3:
Entry from OMol25: the ion C11H23N3O with charge +2 (ωB97M-V with the def2-TZVPD basis set).

Output
energy relative to the best compared isomer or geometry (same formula, charge and spin) = 0.385 eV
HOMO energy = -16.4 eV
Kohn-Sham gap = 8.234 eV
calculated total energy = -18276.766 eV
net charge = +2

Positions of all 38 atoms, in Å:
C1 3.563185 1.964913 0.619967
C2 2.365515 2.006300 0.155935
C3 -1.440720 -2.578139 -0.819632
C4 -1.584604 -0.821970 -2.454608
C5 0.180833 1.546590 2.517853
C6 -0.932936 -1.500946 0.173653
C7 -1.221224 0.284824 -1.512357
C8 -0.297138 1.399705 1.042634
C9 1.701690 -0.260763 2.349622
C10 -2.419899 -1.964956 -1.782199
C11 1.594535 0.856383 -0.450084
N1 0.767222 0.383329 3.028640
N2 -0.267070 -0.460915 -0.612241
N3 0.437824 0.390876 0.338120
O1 -2.632562 -2.837315 -2.925764
H1 3.986835 2.881006 1.041570
H2 4.038846 1.043001 0.500992
H3 1.803986 2.841221 0.199965
H4 -0.559998 -3.065886 -1.385096
H5 -1.985322 -3.370895 -0.229249
H6 -2.155624 -0.283305 -3.264649
H7 -0.647555 -1.106360 -2.862972
H8 0.887399 2.378651 2.505041
H9 -0.612092 1.783761 3.206935
H10 -1.797882 -1.264587 0.695474
H11 -0.239375 -1.953615 0.918703
H12 -0.685272 1.120000 -1.973835
H13 -2.019973 0.744920 -0.896918
H14 -1.381869 1.258553 1.084374
H15 -0.142756 2.470488 0.542456
H16 2.417862 0.202145 1.695001
H17 2.058940 -1.345728 2.702406
H18 -3.299015 -1.567760 -1.263913
H19 2.341523 0.108676 -0.698138
H20 1.226744 1.181144 -1.543654
H21 0.691526 0.075097 3.969264
H22 0.394187 -0.916025 -1.211500
H23 -3.453544 -3.294166 -3.137542

Forces on the atoms, in the same order (eV/Å):
C 1.1 1.2 0.6
C -2.0 -2.1 -0.9
C 0.6 -2.0 0.8
C -3.2 2.3 -0.9
C 0.0 1.9 -0.2
C 0.8 -3.7 -1.0
C 0.0 0.1 0.7
C -0.8 2.6 -0.6
C 0.5 -2.1 2.5
C 1.3 0.1 -2.9
C 0.6 1.9 -2.6
N 3.4 -2.3 -1.9
N -1.7 2.2 3.3
N 2.0 -0.7 -1.4
O 0.8 0.5 0.8
H 0.3 -0.7 -0.1
H 1.6 -1.1 0.2
H -1.5 3.1 0.2
H -1.5 0.6 0.8
H 0.9 0.6 -0.5
H 0.4 -1.1 0.5
H 0.6 -1.1 -0.8
H 0.1 -0.1 0.4
H -0.5 0.4 -0.1
H -1.4 1.8 1.0
H -0.2 0.5 -0.8
H 0.0 -0.4 -0.1
H 0.3 -0.7 -0.3
H 0.3 -0.5 -0.4
H -0.5 -2.3 1.0
H -0.6 0.3 -0.6
H -1.1 2.5 -0.4
H -0.1 -0.2 -0.4
H -0.3 -0.9 0.5
H 0.7 -0.3 2.3
H -1.2 -0.5 0.9
H 1.0 -0.3 -0.3
H -0.4 0.4 0.9

=====

Entry 4:
Entry from OMol25: a cluster of 3 separate species, C11H24Br2F3N2O13P3S in total (ωB97M-V with the def2-TZVPD basis set).

Output
HOMO energy = -9.4 eV
Kohn-Sham gap = 9.700 eV
calculated total energy = -228337.962 eV

Positions of all 59 atoms, in Å:
C1 2.732395 -3.687574 2.535890
C2 2.564135 -3.979931 1.084117
Br1 3.945690 -5.036015 0.387095
C3 1.553992 -3.558703 0.319958
Br2 1.420666 -3.958051 -1.513039
N1 0.504150 -2.818670 0.962165
C4 -0.631124 -3.666124 1.309956
O1 -0.968900 -4.578597 0.663394
O2 -1.152712 -3.227953 2.456167
P1 -2.455315 -4.026842 3.215300
N2 -1.819008 -5.588828 3.292864
O3 -3.438908 -4.193065 1.947216
S1 0.033392 -1.404710 0.224637
O4 -1.304928 -1.532269 -0.244801
O5 1.061769 -0.915707 -0.623639
C5 -0.029088 -0.221289 1.670780
F1 0.819598 -0.634444 2.626583
F2 -1.258533 -0.191666 2.181117
F3 0.333169 0.992429 1.261728
H1 1.943803 -3.039900 2.905637
H2 3.674573 -3.161727 2.675481
H3 2.737270 -4.602757 3.120685
H4 -1.333683 -5.713084 4.172887
H5 -2.526895 -6.301269 3.175739
H6 -4.347223 -4.279690 2.261470
C6 -1.542699 1.055007 -5.011226
O6 -2.821357 0.419365 -4.874099
P2 -3.003636 -1.105278 -5.304616
O7 -1.865889 -1.643937 -6.050451
O8 -4.402073 -1.110823 -6.033206
C7 -4.598469 -0.198946 -7.118530
O9 -3.407908 -1.871053 -3.993439
C8 -2.366399 -2.389655 -3.148142
H7 -1.470955 1.536509 -5.985470
H8 -1.473460 1.810586 -4.232168
H9 -0.729264 0.341393 -4.901232
H10 -3.761523 -0.236957 -7.816966
H11 -4.721261 0.814613 -6.737938
H12 -5.506218 -0.503959 -7.630221
H13 -2.028535 -1.622651 -2.459054
H14 -1.530059 -2.756647 -3.742637
H15 -2.789747 -3.213451 -2.580480
C9 1.631488 3.635331 1.891359
O10 1.790806 5.038300 2.147584
P3 3.049464 5.560057 2.973208
O11 3.820561 4.492013 3.609232
O12 2.437452 6.663587 3.914696
C10 1.338220 6.298316 4.757269
O13 3.844422 6.498810 1.988776
C11 4.840089 5.923753 1.135638
H16 1.041198 3.181177 2.685320
H17 1.098939 3.533368 0.949267
H18 2.592284 3.129682 1.822801
H19 1.543605 5.365758 5.284128
H20 0.429632 6.200674 4.164207
H21 1.212692 7.098420 5.480063
H22 4.377630 5.550233 0.221428
H23 5.371299 5.119036 1.642537
H24 5.541384 6.713805 0.882976

Forces on the atoms, in the same order (eV/Å):
C -0.2 0.4 0.0
C -0.2 0.1 0.0
Br 0.1 -0.1 -0.1
C 0.5 0.0 0.2
Br -0.2 0.0 0.0
N -0.1 -0.3 -0.8
C 0.3 0.9 0.7
O -0.3 -1.3 -0.8
O -0.4 -0.1 0.1
P 0.3 0.6 0.4
N 0.1 0.2 0.3
O -0.3 -0.3 -0.1
S -0.2 0.7 -0.2
O -0.1 -0.1 0.3
O 0.4 -0.1 0.2
C 0.1 -0.4 0.6
F -0.2 0.3 -0.3
F 0.4 0.2 -0.2
F -0.2 -0.3 0.1
H -0.1 0.0 0.0
H 0.2 -0.1 0.1
H 0.1 -0.1 0.0
H 0.0 -0.3 0.0
H 0.1 -0.2 -0.2
H -0.1 0.2 -0.2
C 0.0 0.1 0.0
O 0.1 0.0 0.0
P -0.1 0.0 0.0
O 0.2 0.0 0.0
O -0.1 0.1 0.1
C 0.0 0.0 -0.1
O 0.0 -0.2 0.0
C 0.1 -0.1 0.0
H 0.0 0.0 0.0
H -0.1 0.0 0.0
H 0.0 0.0 0.0
H 0.0 0.0 0.0
H 0.0 0.0 0.0
H 0.0 -0.1 0.0
H 0.0 0.1 0.0
H 0.0 0.0 -0.1
H -0.1 0.0 0.0
C -0.1 -0.1 0.0
O 0.1 -0.1 0.0
P -0.1 0.1 0.0
O 0.0 -0.2 0.0
O -0.1 0.1 0.0
C 0.0 0.0 0.1
O 0.1 0.1 0.0
C 0.1 0.0 -0.1
H 0.0 0.0 0.0
H 0.0 0.1 0.0
H 0.0 0.0 0.1
H 0.0 0.0 0.0
H 0.0 0.0 0.0
H 0.1 0.0 0.0
H 0.0 0.0 0.0
H 0.0 0.0 0.0
H 0.0 0.0 0.0

=====

Entry 5:
Entry from OMol25: a structure of composition C11H24ClIMoN2O2PS (ωB97M-V with the def2-TZVPD basis set).

Output
HOMO energy (alpha / beta) = -18.5 / -18.5 eV
Kohn-Sham gap (alpha / beta) = 6.674 / 4.835 eV
calculated total energy = -61445.446 eV
net charge = +3
2S+1 = 3
expectation value of S² = 2.038

Positions of all 44 atoms, in Å:
C1 -3.543653 2.648834 -6.591826
C2 -3.472724 1.430400 -5.707950
H1 -4.356585 2.505276 -7.319361
H2 -2.597172 2.764730 -7.138383
H3 -3.753878 3.541804 -5.989393
O1 -4.065146 0.382506 -5.809285
I1 -2.145880 1.540747 -3.958487
Mo1 0.038039 0.296182 -1.031458
P1 1.380663 -0.924640 -2.377966
C3 1.764362 -2.714371 -2.317373
C4 0.881109 -0.626306 -4.111950
H4 2.978571 0.921138 -2.264793
H5 3.686730 -0.520583 -3.077664
H6 3.518046 -0.475019 -1.288209
C5 3.059404 -0.174320 -2.241753
H7 0.730558 0.451932 -4.256904
H8 1.646274 -1.015273 -4.800344
H9 2.479857 -2.984764 -3.111760
H10 0.837214 -3.290503 -2.443234
H11 -0.081764 -1.124037 -4.284522
H12 2.197774 -2.950772 -1.333938
C6 -1.121218 -1.248844 -0.842369
O2 -1.828959 -2.183420 -0.658252
Cl1 -0.869222 2.366114 -1.181025
C7 0.773550 2.139479 5.495335
C8 -0.079068 1.616586 4.361109
N1 0.801754 1.222120 3.236666
C9 0.580779 0.142526 2.481712
S1 1.264702 0.162157 0.868110
N2 -0.098853 -0.904291 2.975778
C10 0.224712 -1.539183 4.274726
C11 -1.020108 -2.057618 4.961339
H13 1.591647 1.446200 5.726663
H14 0.195187 2.297764 6.410026
H15 1.199235 3.104523 5.194816
H16 -0.689095 0.748857 4.615501
H17 -0.753364 2.410457 4.012260
H18 1.351014 1.962300 2.792771
H19 -0.387477 -1.588417 2.263511
H20 0.912144 -2.371416 4.069207
H21 0.739257 -0.827296 4.933246
H22 -1.469229 -2.899081 4.420959
H23 -0.733264 -2.417446 5.952763
H24 -1.765925 -1.265053 5.091684

Forces on the atoms, in the same order (eV/Å):
C -0.4 0.1 -0.3
C -2.3 -2.1 -1.7
H 0.2 -0.1 0.3
H 0.0 -0.1 0.3
H 0.2 -0.2 0.0
O 2.2 2.8 0.9
I -0.3 -0.1 0.3
Mo -0.8 1.7 2.7
P 3.4 -1.7 -2.7
C -0.6 0.0 0.5
C -0.6 0.3 0.2
H 0.2 -0.2 -0.1
H -0.2 0.1 0.3
H -0.1 0.1 -0.3
C -0.3 0.1 0.2
H 0.3 -0.3 -0.2
H -0.2 0.1 0.3
H -0.3 0.3 0.3
H 0.3 0.0 0.0
H 0.3 0.0 -0.1
H -0.1 0.0 -0.3
C -4.2 -4.9 1.3
O 3.4 4.4 -1.0
Cl 0.0 -0.1 -0.6
C 0.3 0.1 0.2
C -0.1 0.0 0.4
N -0.3 -0.7 -1.8
C -1.1 0.4 2.2
S 0.4 0.2 -1.0
N 0.8 -0.1 -1.7
C -0.1 -0.3 0.9
C -0.2 -0.1 0.2
H -0.2 0.2 0.0
H 0.0 0.0 -0.3
H 0.0 -0.2 0.2
H 0.1 0.2 0.1
H 0.2 -0.2 -0.2
H -0.1 -0.2 0.4
H 0.2 0.4 0.5
H -0.1 0.3 0.0
H -0.1 -0.1 -0.5
H 0.0 0.2 0.1
H -0.1 0.0 -0.1
H 0.1 -0.2 0.0

=====

Entry 6:
Entry from OMol25: a structure of composition C11H24ClN3OTlV (ωB97M-V with the def2-TZVPD basis set).

Output
HOMO energy (alpha / beta) = -17.0 / -17.0 eV
Kohn-Sham gap (alpha / beta) = 7.156 / 7.127 eV
calculated total energy = -61201.718 eV
net charge = +2

Positions of all 42 atoms, in Å:
N1 -1.752985 0.316375 -0.906970
C1 -2.842633 0.758134 -1.305000
O1 -3.881800 1.164128 -1.691955
Tl1 0.947632 -2.388673 -0.444749
V1 -0.266996 0.526467 0.284105
N2 1.186306 1.036407 -0.741958
N3 -0.113894 -1.182392 1.229773
C2 1.106233 1.976665 -1.889920
C3 -1.230277 -2.057090 1.715983
C4 0.869539 1.159160 -3.157467
C5 2.376144 2.814960 -2.054281
C6 -0.051011 2.950554 -1.684350
C7 -0.646191 -3.300061 2.375736
C8 -2.078934 -1.283001 2.719017
C9 -2.091452 -2.469967 0.532729
H1 1.707657 0.475153 -3.345115
H2 0.773387 1.835263 -4.018209
H3 -0.053329 0.568015 -3.076178
H4 2.613463 3.352778 -1.126835
H5 2.202340 3.565032 -2.838496
H6 3.242792 2.218797 -2.364604
H7 -1.022554 2.451375 -1.675742
H8 -0.043879 3.661813 -2.519730
H9 0.075453 3.508315 -0.749068
H10 -0.023723 -3.888569 1.684519
H11 -1.475870 -3.941953 2.703799
H12 -0.046788 -3.046487 3.259198
H13 -1.493490 -1.018832 3.607563
H14 -2.917130 -1.919391 3.036563
H15 -2.478686 -0.360241 2.278218
H16 -2.460333 -1.607634 -0.033253
H17 -2.956453 -3.027585 0.921976
H18 -1.573075 -3.148364 -0.163028
C10 0.872653 -0.807329 2.271671
H19 1.106359 0.270011 2.179576
H20 0.476903 -0.994536 3.280607
H21 1.806919 -1.385744 2.168502
C11 2.505545 0.404138 -0.561804
H22 3.293836 1.168838 -0.471690
H23 2.554060 -0.193489 0.360762
H24 2.772116 -0.249431 -1.413006
Cl1 -0.987852 2.088389 1.623109

Forces on the atoms, in the same order (eV/Å):
N 1.2 0.6 1.2
C -2.0 0.8 -0.6
O 3.2 -1.3 1.1
Tl 1.0 -1.7 -1.6
V -1.9 -0.3 -0.9
N -0.8 -1.1 1.4
N -0.3 3.4 0.3
C -0.4 0.8 -0.7
C -0.7 -0.1 -0.2
C -0.1 -0.5 -0.2
C 0.4 0.0 0.2
C -0.2 0.2 0.1
C 0.2 -0.2 0.3
C -0.1 0.1 0.2
C -0.4 -0.1 -0.1
H -0.2 0.2 -0.1
H 0.1 -0.2 0.3
H 0.2 0.2 -0.1
H 0.0 -0.1 -0.2
H 0.0 -0.3 0.3
H -0.2 0.2 0.1
H 0.2 0.2 -0.1
H -0.1 -0.2 0.3
H 0.0 0.0 -0.2
H -0.1 0.0 0.2
H 0.3 0.2 -0.1
H -0.1 -0.2 -0.2
H -0.3 0.0 -0.1
H 0.3 0.2 0.0
H 0.0 -0.3 0.1
H 0.0 -0.4 0.3
H 0.3 0.1 -0.2
H -0.1 0.0 0.1
C 0.2 -0.3 0.0
H 0.2 -0.1 0.2
H 0.1 0.4 -0.4
H -0.2 0.3 0.0
C 0.3 -0.1 0.3
H -0.4 -0.2 0.0
H -0.1 0.2 -0.2
H -0.2 0.4 0.2
Cl 0.7 -0.9 -0.8